Molecular formula: C45H98FN9O13P2
Method: DFT, the ωB97M-V functional and the def2-TZVPD basis

```
168
Properties=species:S:1:pos:R:3:forces:R:3
C 5.030680 -1.119303 -3.518691 -0.175 -0.248 0.260
C 4.185076 -2.096137 -2.715558 -0.212 0.541 -0.505
C 2.781347 -1.598743 -2.424869 0.279 0.463 -0.090
C 2.588136 -1.231032 -0.988992 0.587 -0.268 0.097
C 3.597825 -0.245067 -0.432467 -0.500 0.115 0.346
C 3.027522 1.035448 0.124311 -0.134 0.095 -0.611
C 2.356652 2.015103 -0.854775 0.294 -0.526 0.523
C 2.900729 2.096381 -2.256436 -0.687 0.141 -0.532
C 1.990366 2.097717 -3.498348 0.264 0.710 0.237
C 0.589503 2.690547 -3.475349 0.094 -0.526 -0.055
N -0.511771 1.717127 -3.373636 -0.979 -0.627 0.616
P -0.029211 0.145754 -3.006540 1.186 0.132 0.093
C -0.551902 -0.995367 -4.346652 0.158 0.048 0.754
O -1.012355 -0.339944 -1.759120 -0.802 0.431 0.100
C -1.839877 2.138711 -3.858909 0.506 0.132 -1.324
C -2.153197 3.608837 -3.638484 0.487 0.372 1.257
C -2.418585 4.076505 -2.185834 0.443 -0.941 -0.667
C -1.912797 3.313311 -0.955412 -0.443 0.758 1.099
C -3.094327 2.887044 -0.059167 0.084 0.173 -0.562
C -1.027840 4.246941 -0.144862 0.089 -0.438 -0.070
C -3.015571 1.391867 -3.237233 0.960 -1.630 0.500
N -3.180172 0.051415 -3.775370 -0.578 1.160 -0.950
C -3.889558 -0.786929 -3.172444 0.147 -0.039 0.188
C -4.183719 -0.876397 -1.725701 -0.158 0.743 0.216
C -4.456586 -1.897699 -3.955518 0.888 -0.518 0.128
O -4.207103 2.061637 -3.471526 -0.204 0.293 -0.426
C -5.027104 2.326476 -2.369395 -0.932 -0.748 -0.992
C -6.400026 1.751234 -2.627092 0.510 0.031 0.340
C -7.211900 1.605123 -1.412978 -3.309 -1.216 0.336
O -8.331164 1.134879 -1.349246 2.512 1.124 0.151
F -6.588711 2.017584 -0.287947 -0.109 0.065 0.116
P -1.805942 2.037773 -5.737321 -0.541 0.120 0.626
O -2.356887 3.204022 -6.390886 -0.890 1.737 -0.862
O -0.262591 1.917749 -6.105944 0.696 -0.803 0.523
O -2.508015 0.733127 -6.306554 0.199 -0.946 0.399
H 4.436958 -0.363373 -3.987704 -0.495 0.480 -0.410
H 5.595666 -1.605401 -4.283017 0.531 -0.362 -0.551
H 5.708233 -0.615491 -2.867033 0.685 0.509 0.381
H 4.117262 -3.024821 -3.231823 -0.003 -0.859 -0.470
H 4.695193 -2.290270 -1.800678 0.374 -0.375 0.843
H 2.070608 -2.351197 -2.663792 -0.673 -0.730 -0.274
H 2.547406 -0.749133 -3.038740 0.001 0.449 -0.463
H 2.707193 -2.156174 -0.466078 -0.074 -0.697 0.593
H 1.587860 -0.918746 -0.797230 -0.916 0.473 0.095
H 4.093525 -0.731099 0.378725 0.534 -0.330 0.766
H 4.380617 -0.031927 -1.123132 0.579 0.218 -0.752
H 2.282336 0.768205 0.847543 -0.541 -0.192 0.620
H 3.791014 1.552045 0.666889 0.644 0.420 0.292
H 2.514537 2.981515 -0.436827 -0.050 0.869 0.583
H 1.305273 1.860483 -0.783655 -1.069 -0.287 -0.468
H 3.410478 3.032098 -2.305561 0.644 0.708 -0.042
H 3.647815 1.361449 -2.456407 0.582 -0.662 0.038
H 2.527517 2.730139 -4.174580 0.366 0.554 -0.675
H 2.000317 1.157401 -3.989368 -0.141 -0.921 -0.337
H 0.547486 3.469425 -2.744394 -0.313 0.428 0.994
H 0.472614 3.195570 -4.405845 -0.123 0.369 -0.755
H -1.481607 -1.488928 -4.157267 -0.629 -0.088 -0.204
H 0.215863 -1.739886 -4.319660 0.672 -0.628 -0.038
H -0.504113 -0.536598 -5.307873 -0.212 0.325 -0.652
H -0.929152 -1.290413 -1.692633 0.061 -0.458 0.239
H -3.028580 3.834444 -4.184549 -0.862 0.072 -0.643
H -1.434964 4.234953 -4.103651 1.031 0.419 -0.292
H -3.474175 4.170283 -2.096300 -0.743 0.118 0.115
H -2.070985 5.077206 -2.100142 0.483 0.919 -0.105
H -1.373384 2.409735 -1.135248 0.525 -0.406 -0.668
H -3.134660 1.819133 -0.024112 -0.109 -0.869 0.364
H -4.036493 3.208120 -0.463284 -0.217 0.427 0.252
H -3.020546 3.262584 0.935740 0.320 0.252 0.800
H -0.017322 4.291057 -0.498606 0.624 0.125 -0.472
H -0.969497 3.956102 0.880427 0.106 -0.411 0.824
H -1.432324 5.230935 -0.144951 -0.260 0.884 0.030
H -2.767353 1.325628 -2.194005 -0.129 0.245 0.732
H -5.225673 -1.024271 -1.541277 -0.859 -0.248 0.133
H -3.860441 -0.038228 -1.148010 0.304 0.528 0.319
H -3.661229 -1.729146 -1.357983 0.362 -0.829 0.391
H -4.149237 -2.822096 -3.506929 -0.124 -0.838 0.340
H -4.045205 -1.879167 -4.937572 -0.031 0.140 -0.908
H -5.523871 -1.836095 -3.941813 -0.778 -0.046 -0.149
H -5.155393 3.381497 -2.284058 0.114 0.891 0.364
H -4.664949 1.904103 -1.460271 0.417 -0.174 0.188
H -6.320257 0.759520 -3.012814 0.102 -0.790 -0.530
H -6.952437 2.326886 -3.334589 -0.466 0.375 -0.617
H -0.204713 1.820424 -7.052777 0.373 0.138 -0.654
H -2.381640 0.705693 -7.254504 -0.224 -0.006 -0.566
C -6.429294 2.246331 2.760550 0.295 0.082 -0.243
N -5.042737 2.591334 3.025974 -0.394 -0.072 -0.010
C -4.348019 2.419223 4.171502 0.205 -0.036 0.153
C -5.076967 1.800068 5.342379 0.016 0.016 -0.010
O -3.175742 2.749389 4.245237 0.120 0.007 0.078
H -6.484405 1.533500 1.936903 -0.102 0.011 0.155
H -6.987582 3.139528 2.477552 -0.105 -0.037 0.015
H -6.894064 1.806996 3.634646 0.010 0.001 0.078
H -4.505587 3.006266 2.282787 0.008 0.002 -0.075
H -4.390836 1.726776 6.177986 0.101 0.035 0.001
H -5.925328 2.417735 5.637013 -0.078 -0.069 -0.001
H -5.431234 0.800788 5.089654 -0.101 0.003 0.020
C 3.769292 6.451619 3.421052 0.086 -0.523 0.062
N 3.910189 5.236664 2.636207 -0.049 0.109 0.175
C 4.529977 5.100053 1.443543 0.355 -0.098 -0.577
C 5.129603 6.350265 0.842082 0.011 0.002 -0.030
O 4.615187 4.026730 0.865788 -0.167 0.086 0.294
H 4.231558 6.316134 4.400484 0.028 0.114 0.004
H 2.720625 6.677537 3.567325 -0.269 0.170 0.033
H 4.247327 7.285390 2.922224 0.012 0.029 -0.010
H 3.511993 4.384446 2.994911 -0.045 -0.036 0.032
H 5.591104 6.089534 -0.104139 -0.016 -0.076 -0.010
H 4.349373 7.090427 0.663345 0.067 0.115 0.023
H 5.889630 6.769955 1.502451 -0.045 0.102 -0.026
C -0.166725 -7.299790 -2.309191 -0.214 0.316 0.088
N 0.204819 -5.955761 -1.900713 0.102 -0.077 -0.096
C 1.453816 -5.438527 -1.786387 0.389 0.067 0.039
C 2.620929 -6.325187 -2.120668 0.083 -0.158 0.036
O 1.641628 -4.287377 -1.416840 -0.433 0.008 0.043
H -0.796642 -7.258367 -3.200295 0.035 -0.081 -0.027
H -0.725105 -7.791044 -1.511951 0.043 -0.106 -0.013
H 0.713202 -7.892010 -2.526579 0.083 -0.017 0.048
H -0.525228 -5.306189 -1.662736 -0.069 0.010 0.044
H 3.523998 -5.746174 -1.957502 0.022 0.068 -0.013
H 2.641982 -7.209156 -1.477602 -0.035 0.033 -0.176
H 2.592915 -6.644418 -3.163617 -0.042 -0.070 0.003
C 5.293675 -9.299385 2.084471 0.099 -0.023 -0.372
N 4.501483 -9.228600 0.869663 -0.017 0.018 0.195
C 3.166016 -9.020411 0.761514 -0.286 0.084 0.022
C 2.384274 -8.839590 2.040164 0.194 -0.043 -0.397
O 2.632259 -8.988567 -0.341598 0.029 -0.086 0.022
H 6.062245 -8.524897 2.074942 0.005 0.010 0.099
H 5.783803 -10.271814 2.155056 0.003 -0.001 0.100
H 4.668550 -9.160074 2.958324 -0.057 0.005 0.019
H 4.967121 -9.343574 -0.015058 0.050 -0.013 -0.043
H 1.335155 -8.715978 1.801418 -0.051 0.000 -0.084
H 2.496553 -9.710853 2.675852 -0.014 0.023 0.189
H 2.726088 -7.958125 2.580293 0.038 -0.041 0.110
C 1.733686 -6.476450 7.106424 -0.110 0.108 -0.398
N 1.590058 -7.355722 5.960066 0.040 -0.034 0.146
C 1.766729 -8.694862 5.881053 -0.178 0.016 -0.075
C 2.130724 -9.427903 7.151475 0.064 0.015 -0.077
O 1.610095 -9.272632 4.814094 0.035 -0.146 0.247
H 0.778771 -5.991291 7.311067 0.033 0.058 0.132
H 2.469579 -5.706544 6.873931 -0.001 0.055 0.130
H 2.050488 -7.011988 7.994249 0.018 -0.131 -0.034
H 1.307108 -6.936375 5.087591 0.050 0.119 -0.026
H 2.225545 -10.483950 6.927304 -0.009 -0.050 -0.082
H 3.079760 -9.064991 7.546543 -0.027 0.023 0.096
H 1.354778 -9.296417 7.905475 0.046 0.052 0.062
C 1.222183 -0.129292 3.959426 0.362 -0.181 -0.033
N 1.687962 -1.506752 4.018294 -0.244 0.070 0.063
C 0.944194 -2.636274 4.109029 -0.056 -0.077 -0.056
C -0.558438 -2.475723 4.165692 0.048 -0.028 0.075
O 1.470390 -3.738873 4.143140 0.039 -0.067 0.113
H 1.555615 0.338170 3.032784 -0.058 0.054 -0.017
H 1.627982 0.437716 4.798820 -0.086 0.052 0.005
H 0.140534 -0.083509 3.998096 -0.045 -0.017 0.016
H 2.678690 -1.679314 3.985407 0.084 0.021 -0.058
H -1.008068 -3.459533 4.236005 0.053 -0.091 0.003
H -0.849284 -1.891870 5.039716 -0.051 0.071 -0.056
H -0.930609 -1.985233 3.269137 -0.050 0.121 -0.031
C 0.036332 10.766042 1.587605 0.318 -0.284 -0.010
N 0.122998 9.341003 1.318796 -0.122 0.224 0.044
C -0.880863 8.482487 1.008612 -0.185 -0.256 -0.096
C -2.277237 9.056041 0.922181 0.039 -0.014 0.010
O -0.659353 7.299091 0.806262 0.047 0.243 0.068
H 0.644977 11.319047 0.871051 -0.055 0.093 -0.003
H 0.405791 10.980260 2.591601 -0.062 0.087 0.015
H -0.987275 11.111528 1.513263 -0.059 -0.010 -0.009
H 1.026692 8.903966 1.357292 0.137 -0.048 0.001
H -2.963351 8.256944 0.667382 0.022 -0.100 -0.013
H -2.576957 9.485356 1.878431 -0.026 0.082 -0.028
H -2.330637 9.824588 0.150993 -0.034 0.072 0.045
```
Positions in Å, forces in eV/Å.

Results
- Lowest unoccupied orbital energy: 0.0140 Ha
- SMILES: CCCCCCCCCCN(P(C)O)[C@](CCC(C)C)([C@H](N=C(C)C)OCCC(=O)F)P(=O)(O)O.CNC(C)=O.CNC(C)=O.CNC(C)=O.CNC(C)=O.CNC(C)=O.CNC(C)=O.CNC(C)=O
- E_tot: -4027.0229 Eh
- Total charge: 0
- Orbital gap: 0.2805 Eh